(1)
The following is a quantum chemistry calculation of a gas-phase ion, C9H21N2O2 (charge +1) in a non-equilibrium geometry, from OMol25.

HOMO energy, hartree: -0.4364
Structure (SMILES): CN(C)[C@@H]1OCC[NH2+][C@H]1C(C)(C)O
ΔE to the lowest compared entry with this formula, charge and spin, eV: 2.8474
Charge: +1

CARTESIAN COORDINATES (ANGSTROEM)
C (1.75, 0.15, -2.58)
N (1.69, -0.57, -1.34)
C (2.74, -0.34, -0.31)
C (0.47, -0.90, -0.77)
O (-0.44, -1.53, -1.67)
C (-1.59, -2.14, -1.24)
C (-2.57, -1.00, -0.67)
N (-1.82, -0.22, 0.38)
C (-0.49, 0.50, -0.01)
C (0.04, 1.14, 1.26)
C (0.33, 0.03, 2.37)
C (-0.93, 2.22, 1.80)
O (1.29, 1.79, 1.15)
H (1.20, -0.39, -3.31)
H (1.46, 1.22, -2.63)
H (2.76, 0.27, -2.92)
H (2.34, 0.17, 0.49)
H (3.17, -1.39, 0.03)
H (3.71, 0.19, -0.73)
H (0.61, -1.55, 0.03)
H (-1.51, -2.97, -0.51)
H (-2.10, -2.45, -2.20)
H (-2.76, -0.21, -1.43)
H (-3.32, -1.60, -0.16)
H (-2.68, 0.35, 0.77)
H (-1.51, -0.88, 1.20)
H (-0.78, 1.12, -0.81)
H (0.07, -0.92, 1.90)
H (-0.23, 0.20, 3.24)
H (1.39, -0.09, 2.65)
H (-0.99, 2.94, 1.01)
H (-1.92, 1.83, 1.90)
H (-0.65, 2.60, 2.68)
H (1.31, 2.43, 0.43)

***

(2)
The following is a quantum chemistry calculation of 14 unconnected molecules or ions with the total composition C86H162N6O22 in a non-equilibrium geometry, from OMol25.

HOMO energy, hartree: -0.2712

CARTESIAN COORDINATES (ANGSTROEM)
C (-0.49, 3.89, 2.72)
C (-2.03, 3.98, 2.74)
C (-2.47, 3.53, 4.20)
C (-3.93, 3.87, 4.55)
C (-4.25, 5.33, 4.21)
C (-3.90, 5.80, 2.81)
N (-2.52, 5.41, 2.51)
O (-1.92, 6.03, 1.51)
C (-4.98, 5.20, 1.78)
C (-4.05, 7.31, 2.82)
C (-2.57, 3.07, 1.65)
H (-0.01, 4.59, 3.40)
H (-0.08, 4.08, 1.73)
H (-0.13, 2.91, 3.04)
H (-2.32, 2.45, 4.27)
H (-1.92, 4.04, 4.98)
H (-4.18, 3.73, 5.61)
H (-4.64, 3.22, 4.03)
H (-3.94, 6.03, 4.99)
H (-5.34, 5.37, 4.18)
H (-5.94, 5.72, 1.73)
H (-4.56, 5.22, 0.78)
H (-5.37, 4.21, 2.02)
H (-3.69, 7.68, 1.86)
H (-5.11, 7.53, 2.96)
H (-3.41, 7.72, 3.60)
H (-2.29, 3.45, 0.66)
H (-3.65, 2.93, 1.63)
H (-2.18, 2.05, 1.64)
H (-1.33, 6.61, 2.00)
C (-9.09, -0.29, 2.66)
C (-8.26, -1.05, 1.56)
C (-8.42, -0.23, 0.25)
C (-7.43, 0.90, 0.14)
C (-6.02, 0.36, 0.34)
C (-5.82, -0.42, 1.67)
N (-6.90, -1.44, 1.83)
O (-6.69, -2.17, 2.97)
C (-4.49, -1.11, 1.47)
C (-5.70, 0.53, 2.87)
C (-8.97, -2.44, 1.27)
H (-10.03, -0.71, 3.01)
H (-9.31, 0.77, 2.48)
H (-8.44, -0.39, 3.53)
H (-8.33, -0.93, -0.58)
H (-9.40, 0.23, 0.18)
H (-7.76, 1.72, 0.78)
H (-7.47, 1.24, -0.89)
H (-5.28, 1.16, 0.33)
H (-5.87, -0.23, -0.56)
H (-4.28, -1.85, 2.24)
H (-4.49, -1.63, 0.51)
H (-3.66, -0.40, 1.46)
H (-6.55, 1.18, 3.09)
H (-5.61, -0.11, 3.74)
H (-4.92, 1.27, 2.70)
H (-8.72, -2.76, 0.26)
H (-10.04, -2.41, 1.48)
H (-8.62, -3.16, 2.00)
H (-6.22, -2.94, 2.66)
C (-2.04, -4.20, -6.26)
C (-2.15, -2.67, -6.45)
C (-3.23, -2.52, -7.52)
C (-3.69, -1.02, -7.61)
C (-4.28, -0.69, -6.28)
C (-3.27, -0.82, -5.05)
N (-2.58, -2.10, -5.15)
O (-1.73, -2.41, -4.08)
C (-2.27, 0.36, -5.22)
C (-4.10, -0.77, -3.70)
C (-0.80, -2.12, -6.91)
H (-1.10, -4.45, -5.76)
H (-2.15, -4.75, -7.20)
H (-2.86, -4.57, -5.65)
H (-2.78, -2.69, -8.50)
H (-4.06, -3.22, -7.50)
H (-4.44, -0.98, -8.39)
H (-2.84, -0.40, -7.90)
H (-5.14, -1.32, -6.08)
H (-4.58, 0.35, -6.15)
H (-2.83, 1.30, -5.26)
H (-1.58, 0.36, -4.37)
H (-1.60, 0.30, -6.08)
H (-4.92, -0.05, -3.70)
H (-4.50, -1.72, -3.35)
H (-3.41, -0.39, -2.94)
H (0.05, -2.11, -6.23)
H (-0.91, -1.16, -7.42)
H (-0.33, -2.76, -7.67)
H (-0.99, -1.83, -4.27)
C (-0.12, 6.77, -3.61)
C (0.29, 5.48, -2.90)
C (-0.58, 4.26, -3.43)
C (-0.19, 3.63, -4.79)
C (1.31, 3.25, -4.70)
C (2.20, 4.53, -4.36)
N (1.71, 5.13, -3.09)
O (2.58, 6.05, -2.61)
C (3.61, 3.86, -4.17)
C (2.13, 5.47, -5.62)
C (0.04, 5.62, -1.38)
H (0.29, 7.07, -4.58)
H (0.00, 7.56, -2.86)
H (-1.17, 6.72, -3.90)
H (-0.28, 3.43, -2.79)
H (-1.66, 4.39, -3.36)
H (-0.47, 4.29, -5.61)
H (-0.85, 2.76, -4.88)
H (1.55, 2.86, -5.69)
H (1.36, 2.52, -3.89)
H (3.75, 3.25, -5.06)
H (4.47, 4.49, -3.95)
H (3.54, 3.06, -3.43)
H (1.13, 5.74, -5.96)
H (2.67, 6.36, -5.30)
H (2.73, 5.00, -6.40)
H (0.31, 4.70, -0.86)
H (-1.00, 5.86, -1.21)
H (0.79, 6.34, -1.06)
H (3.04, 5.56, -1.93)
C (0.99, -2.11, 7.73)
C (1.95, -1.31, 6.79)
C (1.73, -1.76, 5.26)
C (2.31, -0.80, 4.23)
C (1.74, 0.60, 4.41)
C (1.97, 1.15, 5.86)
N (1.66, 0.19, 6.91)
O (2.03, 0.70, 8.16)
C (3.40, 1.67, 5.85)
C (1.01, 2.29, 6.04)
C (3.40, -1.76, 7.26)
H (1.22, -3.17, 7.63)
H (-0.02, -1.87, 7.39)
H (1.08, -1.74, 8.75)
H (2.25, -2.70, 5.14)
H (0.67, -1.91, 5.06)
H (2.23, -1.08, 3.18)
H (3.39, -0.68, 4.31)
H (0.68, 0.65, 4.15)
H (2.25, 1.14, 3.61)
H (3.81, 1.96, 4.88)
H (3.65, 2.47, 6.55)
H (3.95, 0.77, 6.09)
H (1.05, 2.94, 5.17)
H (-0.06, 2.08, 6.02)
H (1.21, 2.98, 6.86)
H (3.39, -2.74, 7.73)
H (3.80, -1.15, 8.07)
H (4.20, -1.74, 6.51)
H (1.20, 0.90, 8.60)
C (-1.72, 0.68, -0.85)
C (-0.48, -0.11, -0.50)
C (-0.94, -1.53, -0.80)
C (0.18, -2.53, -0.93)
C (1.12, -2.05, -2.01)
C (1.72, -0.64, -1.72)
N (0.58, 0.31, -1.44)
O (1.08, 1.57, -1.07)
C (2.82, -0.61, -0.71)
C (2.28, -0.16, -3.10)
C (-0.21, 0.15, 1.06)
H (-2.67, 0.29, -0.47)
H (-1.97, 0.95, -1.87)
H (-1.71, 1.67, -0.38)
H (-1.65, -1.70, 0.01)
H (-1.51, -1.52, -1.73)
H (-0.28, -3.47, -1.24)
H (0.77, -2.55, -0.02)
H (0.58, -2.03, -2.96)
H (1.98, -2.68, -2.23)
H (2.53, -0.95, 0.29)
H (3.61, -1.32, -0.96)
H (3.17, 0.43, -0.68)
H (3.04, 0.62, -3.02)
H (2.70, -1.03, -3.61)
H (1.49, 0.21, -3.75)
H (-1.12, 0.00, 1.63)
H (0.14, 1.15, 1.32)
H (0.50, -0.58, 1.44)
H (0.82, 2.17, -1.78)
O (-0.63, -5.63, 5.70)
C (-0.25, -5.48, 4.54)
O (-1.10, -5.04, 3.57)
C (-0.40, -4.81, 2.31)
C (0.92, -5.63, 2.45)
C (1.18, -5.51, 3.98)
H (-0.26, -3.74, 2.20)
H (-1.01, -4.94, 1.42)
H (1.66, -5.17, 1.80)
H (0.91, -6.71, 2.29)
H (1.88, -4.70, 4.19)
H (1.56, -6.47, 4.34)
O (3.41, 4.36, -0.65)
C (3.33, 4.52, 0.59)
O (3.16, 5.76, 1.15)
C (3.07, 5.65, 2.54)
C (3.56, 4.25, 2.82)
C (3.11, 3.45, 1.60)
H (2.06, 5.77, 2.93)
H (3.78, 6.38, 2.94)
H (3.37, 3.74, 3.76)
H (4.65, 4.25, 2.81)
H (2.10, 3.05, 1.55)
H (3.91, 2.71, 1.48)
O (3.48, 2.50, -8.06)
C (3.80, 1.42, -7.62)
O (5.10, 0.96, -7.38)
C (5.13, -0.40, -6.95)
C (3.75, -0.59, -6.43)
C (2.83, 0.30, -7.28)
H (5.93, -0.51, -6.21)
H (5.33, -1.05, -7.80)
H (3.79, -0.20, -5.42)
H (3.47, -1.64, -6.33)
H (2.00, 0.75, -6.74)
H (2.35, -0.27, -8.07)
O (7.91, -0.67, -0.09)
C (7.28, -0.44, 0.94)
O (7.51, -1.00, 2.06)
C (6.75, -0.52, 3.12)
C (5.51, 0.00, 2.34)
C (6.04, 0.42, 1.03)
H (7.32, 0.29, 3.57)
H (6.68, -1.25, 3.92)
H (4.89, 0.80, 2.75)
H (4.87, -0.88, 2.36)
H (6.35, 1.47, 1.01)
H (5.39, 0.23, 0.17)
O (4.51, -2.89, -3.43)
C (5.61, -3.29, -3.64)
O (6.25, -4.11, -2.79)
C (7.65, -4.13, -3.12)
C (7.76, -3.63, -4.56)
C (6.59, -2.77, -4.69)
H (7.97, -5.17, -3.07)
H (8.30, -3.60, -2.42)
H (7.49, -4.44, -5.24)
H (8.72, -3.15, -4.74)
H (6.17, -2.78, -5.69)
H (6.88, -1.78, -4.35)
O (3.19, -2.98, 1.65)
C (4.09, -3.76, 1.48)
O (4.64, -4.45, 2.43)
C (5.73, -5.23, 2.00)
C (5.60, -5.25, 0.46)
C (4.54, -4.20, 0.16)
H (5.44, -6.24, 2.26)
H (6.73, -4.93, 2.33)
H (5.23, -6.15, -0.01)
H (6.57, -5.10, -0.02)
H (3.74, -4.75, -0.34)
H (4.82, -3.41, -0.54)
O (-2.61, 0.76, 6.90)
C (-2.80, -0.35, 6.40)
O (-3.29, -1.47, 7.10)
C (-3.21, -2.61, 6.33)
C (-3.01, -2.21, 4.87)
C (-2.40, -0.80, 5.02)
H (-4.06, -3.24, 6.60)
H (-2.35, -3.19, 6.65)
H (-3.98, -2.15, 4.38)
H (-2.36, -2.76, 4.18)
H (-2.62, -0.10, 4.22)
H (-1.31, -0.82, 5.11)
O (1.82, -6.70, -0.41)
C (0.87, -6.49, -1.18)
O (-0.34, -6.12, -0.66)
C (-1.41, -6.02, -1.55)
C (-0.68, -6.05, -2.90)
C (0.69, -6.76, -2.66)
H (-2.02, -5.12, -1.49)
H (-2.10, -6.85, -1.44)
H (-0.47, -5.09, -3.37)
H (-1.25, -6.59, -3.66)
H (1.54, -6.32, -3.18)
H (0.65, -7.85, -2.71)

***

(3)
The following is a quantum chemistry calculation of C3H7PS in the gas phase in a non-equilibrium geometry, from OMol25.

HOMO energy, hartree: -0.3026
Structure (SMILES): CC(C)P=S
ΔE to the lowest compared entry with this formula, charge and spin, eV: 0.6839

CARTESIAN COORDINATES (ANGSTROEM)
C (0.37, 1.42, 0.26)
C (0.28, -0.01, -0.23)
C (-0.21, -1.02, 0.83)
P (-1.22, -0.19, -1.71)
S (-0.60, -1.47, -2.93)
H (-0.53, 1.74, 0.71)
H (0.50, 2.17, -0.59)
H (1.08, 1.59, 1.06)
H (1.29, -0.44, -0.79)
H (0.50, -1.85, 0.89)
H (-0.16, -0.48, 1.82)
H (-1.29, -1.46, 0.68)